[1]
62
Properties=species:S:1:pos:R:3:forces:R:3:mulliken_charge:R:1 method="wB97M-V/def2-TZVPD" lumo_energy_ha=-0.1482 orbital_gap_ha=0.285 e_homo_ev=-11.8 charge=+1 e_tot_ev=-50780.4622 de_lowest_ev=0.000
C -0.68032 3.99213 6.53585 0.033 0.016 0.036 -0.6366
H -1.96736 0.33837 -1.57692 -0.023 0.051 -0.079 0.1936
H 1.90816 0.30417 3.68673 0.020 0.059 -0.091 0.4147
H -3.55363 -0.07779 -2.27161 0.015 0.015 0.134 0.4359
C 1.38778 -0.33595 -5.55265 -0.110 0.359 -0.053 -0.9197
H -2.07927 -3.35416 -5.35667 0.012 0.051 -0.028 0.3579
H -1.08515 4.41845 5.61487 -0.013 0.029 0.014 0.3537
H -2.16245 0.10393 -3.34162 -0.035 -0.044 -0.032 0.3339
H 2.72197 -0.85627 -1.42331 -0.089 0.009 -0.056 0.1740
C 0.50510 -1.87316 -2.64492 -0.211 -0.244 0.368 -0.5035
H 1.43006 -1.42891 -5.52530 -0.024 0.013 0.030 0.0180
O 3.38707 0.72918 -4.85436 0.207 -0.197 -0.049 -0.5729
H 0.16271 4.58451 6.87997 0.032 -0.060 0.024 0.3116
C 0.04910 0.79816 2.68183 0.024 -0.016 0.037 0.6286
H 0.50525 -2.19550 -1.59897 0.113 0.069 0.005 0.5674
O -0.24922 2.64986 6.26721 -0.079 0.073 -0.027 -0.2656
H -1.31325 3.64301 8.56317 0.000 -0.018 0.001 0.2855
O -2.26990 2.48740 7.16957 0.000 -0.007 0.047 -0.3661
H -0.51203 -3.19515 -5.78887 -0.066 0.073 0.011 0.3146
C 4.02575 -1.51705 -3.02700 -0.121 -0.113 -0.082 -1.1802
O -0.18630 -4.65324 -1.91416 -0.069 -0.026 0.021 -0.3509
C 0.49264 -0.05994 1.51284 -0.005 0.028 0.040 -0.7276
C -1.76202 3.78207 7.57766 -0.005 0.050 -0.015 0.4967
H 0.20381 -1.10490 1.59571 -0.069 0.019 -0.016 0.3561
N -0.47740 -4.60280 -3.24475 0.407 -0.102 -0.066 0.0757
N 2.04826 0.08430 -3.15546 -0.198 -1.170 -0.524 0.2188
P -2.20838 -1.99951 -2.09095 -0.207 -0.005 -0.123 0.2316
O -0.12718 2.07717 2.01346 -0.010 0.012 0.006 -0.3475
H -2.93926 5.28660 8.59475 -0.011 -0.015 0.006 0.3043
H -0.94089 0.48747 3.02253 -0.016 0.028 -0.006 0.3125
H 0.49353 0.09374 -1.78781 0.088 0.061 -0.003 -0.4457
H -3.82429 4.34784 7.39589 0.006 -0.009 -0.010 0.3194
C -0.39551 1.86218 0.72064 -0.096 0.027 -0.068 0.4561
O -3.45051 -2.51644 -3.03771 0.374 -0.175 -0.373 -0.5258
N -0.81179 -2.27026 -3.26638 0.550 0.190 0.119 0.3985
C 2.34613 0.22043 -4.51589 -0.042 0.330 0.237 0.6394
O -0.76471 2.66716 -0.07164 -0.015 -0.026 0.008 -0.5436
C -2.47579 -0.23272 -2.35618 0.003 0.050 0.059 -0.8682
H 4.73224 -1.05445 -3.71111 0.011 -0.006 0.010 0.3881
O -1.34361 0.68390 6.18951 0.000 0.030 0.000 -0.5529
H 1.56982 0.02168 1.34393 0.009 -0.012 0.033 0.3522
C -0.79060 -3.49140 -3.84864 -0.269 0.117 -0.179 -0.0391
C 3.15697 -0.46364 -2.34463 0.305 0.751 0.227 -0.3960
C 0.72441 -0.35173 -2.75583 -0.137 0.119 0.144 -1.2501
H 0.69545 -5.05371 -1.83808 -0.011 0.029 0.024 0.3657
C -2.86838 4.82018 7.61478 0.007 0.038 0.010 -1.2332
C -1.29759 1.82897 6.51832 -0.002 -0.049 -0.047 0.6378
H 1.31203 1.94079 3.99107 -0.011 0.007 -0.023 0.2735
H -0.51081 -5.48048 -3.75817 0.013 0.039 -0.011 0.3367
H 0.53236 0.56384 4.75906 0.029 0.041 0.019 0.1634
C 1.01132 0.90547 3.84585 0.070 -0.144 0.056 -1.2259
H 3.43732 -2.23045 -3.61335 -0.017 -0.008 0.069 0.2560
H 1.72752 0.00999 -6.52454 0.042 -0.081 -0.014 0.4330
H -2.69997 5.60864 6.88085 -0.025 -0.029 -0.036 0.3488
H -0.01523 0.04433 -3.44185 0.110 0.094 -0.079 0.8580
H -3.60006 -3.46883 -2.99272 -0.214 0.072 0.288 0.3546
H 0.35656 -0.01365 -5.41820 -0.015 -0.071 0.025 0.3659
O -0.19273 0.54768 0.40763 0.095 -0.186 0.000 -0.1111
H 3.80421 0.36398 -2.04923 -0.010 -0.030 0.078 0.4312
H 1.31153 -2.41156 -3.14588 -0.091 0.014 -0.107 0.5475
H 4.58040 -2.08148 -2.27706 0.039 0.051 -0.002 0.3751
N -1.14282 -3.72034 -5.18648 -0.300 -0.167 0.011 -0.6240

---

[2]
59
Properties=species:S:1:pos:R:3:forces:R:3:mulliken_charge:R:1 method="wB97M-V/def2-TZVPD" lumo_energy_ha="0.0028 / -0.0476" orbital_gap_ha="0.285 / 0.226" multiplicity=5 e_homo_ev="-7.7 / -7.4" e_tot_ev=-90797.5713 de_lowest_ev=0.542
H 1.94867 -2.97138 -0.15471 0.007 -0.033 -0.005 0.1850
C -1.13387 1.77006 2.15445 -0.067 0.172 -0.078 -0.4291
C 5.18565 -1.01733 -1.38961 0.161 0.058 0.074 -1.2293
H 5.75862 -1.31820 -0.50956 -0.002 0.023 -0.007 0.3062
C 5.09223 1.27553 1.39998 0.147 0.108 -0.034 -1.2755
H -1.07602 0.57745 3.92312 0.026 -0.014 0.009 0.3808
H 5.05854 2.30661 1.04032 -0.019 -0.027 0.030 0.3596
H 0.68676 -2.23511 2.42656 0.031 0.021 -0.014 0.2452
H 3.80836 4.01268 -2.68018 -0.004 -0.010 0.002 0.4686
H 1.99917 2.53119 1.95918 0.044 -0.018 0.020 0.2698
S -0.75452 0.83943 -4.62297 -0.091 0.188 -0.154 -0.4946
C 2.39412 1.71851 2.57771 -0.070 0.130 0.220 -0.8531
H 5.54473 1.30171 2.39662 0.012 -0.011 -0.038 0.3634
C 3.62861 -1.06903 2.53289 0.048 -0.156 0.089 -0.9539
Os 0.41119 -0.08164 -0.33830 -0.397 0.266 0.110 3.0156
C -1.68070 2.71815 0.05123 0.030 -0.027 -0.034 -0.9177
H -1.89406 2.41298 -0.97069 -0.008 -0.003 -0.003 0.1961
C 3.46418 2.33307 -1.40224 -0.001 -0.056 0.023 -0.5952
H 3.29689 -3.62753 -1.08787 -0.006 0.032 0.014 0.4166
C 2.49753 1.44975 -0.93001 0.121 -0.080 0.044 -1.2337
S -3.33076 -0.97056 -4.71882 0.154 0.129 0.012 -0.4224
C 2.61438 -1.03455 -2.86140 -0.073 0.032 -0.232 -0.5055
Sb -1.16458 -1.30565 -3.92323 -0.081 -0.271 0.079 0.4863
C 3.00564 -2.83864 -0.38812 -0.005 -0.182 0.073 -0.9734
H 2.76594 -1.96488 -3.41600 0.023 0.038 0.007 0.4818
H 2.77092 -1.73656 2.47080 -0.005 -0.011 0.019 0.1171
H 4.50777 -1.61328 2.17874 -0.028 -0.011 0.023 0.3498
C 3.07114 3.32397 -2.28608 0.019 0.045 -0.024 -0.7560
H 1.56047 1.21323 3.06648 0.072 0.062 -0.045 -0.0087
H 5.48545 -0.00234 -1.66332 0.008 -0.043 -0.018 0.3280
H -1.96933 2.36541 2.53859 -0.025 -0.013 -0.018 0.5172
H 0.15202 -1.59329 4.00289 -0.005 -0.010 0.006 0.3072
C -0.06775 -1.63937 2.93201 -0.007 0.013 -0.045 -1.1145
H 1.43078 4.16866 -3.41585 0.018 0.002 0.004 0.4599
H 5.75541 0.70669 0.74784 0.032 -0.004 -0.001 0.3168
H 3.58531 -2.97786 0.52648 -0.037 -0.028 -0.029 0.2940
O -0.04433 -0.33448 2.37220 -0.032 -0.002 0.073 0.1735
S -0.76231 -2.06974 -0.29622 0.212 0.199 -0.138 -0.3840
H -2.07356 -0.08860 2.60599 -0.021 0.004 0.013 0.4651
H -0.88351 3.46810 0.05785 0.005 -0.001 0.009 0.3487
H 3.10124 -0.22826 -3.41959 0.004 -0.038 0.010 0.2702
O -1.29586 1.55224 0.76118 0.077 -0.034 0.128 -0.1462
H -0.20754 2.52351 -2.49393 -0.001 0.000 -0.001 0.6708
H 5.47213 -1.67797 -2.21353 0.020 0.018 0.029 0.3808
H 1.54597 -0.81328 -2.88902 -0.033 -0.034 0.027 -0.4571
Si 3.39222 0.50635 1.56824 -0.112 0.060 -0.019 0.2847
C 1.74554 3.42685 -2.69653 0.037 0.033 -0.024 -1.0089
H 3.02136 2.16672 3.35366 -0.006 0.017 -0.031 0.5034
N 1.21374 1.60549 -1.30731 -0.028 -0.140 -0.142 -0.5742
H -1.04277 -2.10674 2.77316 -0.003 -0.010 0.014 0.3467
H 4.49721 2.21503 -1.11059 -0.004 0.019 -0.007 0.4765
C 2.57020 0.21294 -0.08844 -0.056 -0.043 -0.320 0.8003
S -1.72199 -0.61392 -1.44739 -0.008 -0.312 0.121 -0.2830
H -2.58425 3.14490 0.49298 -0.011 0.002 0.002 0.3450
H -0.20582 2.31549 2.34391 -0.026 0.007 0.019 0.1875
H 3.79544 -0.82466 3.58608 0.004 -0.019 -0.027 0.3647
Si 3.33574 -1.17042 -1.14406 -0.091 0.094 0.059 0.4201
C 0.82806 2.53387 -2.18940 0.048 0.005 0.148 -0.3655
C -1.13926 0.43589 2.83722 0.005 -0.133 -0.021 -0.9216

---

[3]
56
Properties=species:S:1:pos:R:3:forces:R:3:mulliken_charge:R:1 method="wB97M-V/def2-TZVPD" lumo_energy_ha=0.0868 orbital_gap_ha=0.232 e_homo_ev=-4.0 charge=-1 e_tot_ev=-104003.0578
O -4.38543 -5.78740 -0.67114 -1.518 -2.378 -1.336 -0.4614
H 2.01919 -1.61501 -0.83438 0.131 -0.313 0.311 0.2432
H 4.48665 4.02316 -2.93341 -0.024 0.004 0.027 0.3321
H 3.74982 2.79773 -0.59626 -0.086 -0.023 0.033 0.2491
H 2.64414 -5.43584 1.82091 0.232 0.169 0.005 0.2973
H -1.85633 -1.88503 -0.81167 0.236 0.305 0.255 0.0999
C -2.90000 -2.19191 3.36200 -0.151 -0.078 0.034 -1.0154
C -1.64396 -1.56288 0.23288 -1.153 -0.485 -0.155 0.2256
H -3.70494 -1.53703 3.74682 0.260 -0.234 -0.043 0.2371
H 3.02929 4.36232 -1.02780 0.101 0.019 0.006 0.2762
H 0.48156 2.86941 -2.96418 -0.013 -0.028 0.103 0.2093
C -4.03092 -4.71339 -0.42034 2.175 0.821 2.336 0.3200
O 1.85502 2.72374 -1.42163 0.181 0.135 -0.203 -0.3239
C -2.52123 4.10191 -0.41588 -0.197 0.077 0.137 -0.6189
H 4.28140 -4.84964 2.37176 -0.310 -0.353 -0.216 0.3730
O 2.09369 -3.03378 0.66712 0.863 0.447 0.176 -0.2947
H -0.40048 4.26464 -0.74760 0.040 -0.019 0.058 -0.0827
H 0.41875 -0.15865 0.18933 -0.038 -0.188 0.209 0.0693
C 1.50633 2.53338 -2.79800 -0.067 -0.280 0.077 -0.2956
C 2.52047 3.31389 -3.61820 -0.094 0.226 -0.072 -0.5989
C 3.47307 -4.74626 1.62923 0.189 1.077 -0.109 -1.1827
C -3.19942 -4.43540 0.85869 -0.920 1.398 -0.573 -0.5378
H -3.23403 4.41688 0.35143 -0.015 -0.016 -0.036 0.2796
H -2.18473 -4.83796 0.72060 -0.293 0.124 -0.196 0.3324
H 2.84933 -1.06164 0.65003 -0.202 -0.265 -0.026 0.3344
H -4.51357 -1.67488 0.86824 -0.191 -0.033 0.154 -0.3147
C -0.91362 3.04971 0.95219 -0.062 -0.216 0.240 -0.4198
C -2.58793 2.59401 -0.60346 0.060 -0.251 -0.103 -0.5004
Br -4.51355 -3.27533 -1.68935 0.083 0.172 -0.225 -0.2696
Al -3.16148 -2.41950 1.35530 0.797 0.333 0.110 0.0287
C 0.63522 -1.08578 0.74424 1.390 -0.908 0.532 0.0590
H 0.12705 2.72479 0.99691 -0.038 -0.091 -0.050 0.1531
H -2.98946 -3.16716 3.87763 0.050 0.335 -0.031 0.2585
H 1.56049 1.46177 -3.01485 -0.060 0.016 -0.074 0.2491
H 3.88120 -4.90751 0.62030 -0.126 -0.221 0.343 0.2828
C 3.75718 3.23707 -2.73806 0.175 -0.171 -0.024 -0.5609
H -3.71229 -5.03397 1.63042 0.233 0.014 -0.311 0.3232
H 2.66469 2.90377 -4.61742 -0.015 -0.022 0.028 0.3550
H 3.93577 -2.64232 1.54015 -0.319 -0.096 0.082 0.3011
H 2.20003 4.35470 -3.71911 -0.003 -0.025 -0.021 0.2780
H -3.59500 2.19750 -0.46850 0.064 -0.105 0.030 0.3072
O -0.32769 -2.08673 0.57893 -0.146 1.078 -0.324 -0.3023
H -1.27142 3.21855 1.97473 0.056 0.065 0.018 0.3238
C 3.15308 3.32053 -1.34546 -0.151 0.116 0.159 -0.4612
C -1.10142 4.28574 0.09191 0.218 0.141 -0.206 -0.2138
H -2.73961 4.65519 -1.32989 0.012 -0.035 -0.004 0.3340
H -2.22794 2.30059 -1.59624 -0.082 0.032 -0.048 0.2669
H 4.25133 2.27160 -2.87457 0.005 0.027 0.016 0.2700
C 3.03009 -3.26311 1.69328 0.410 -0.992 0.055 -0.1520
H 0.77145 -0.88198 1.83133 -0.321 0.323 -0.349 0.1286
H -0.94797 5.21503 0.64209 -0.003 -0.027 0.019 0.3895
H -1.94031 -1.73742 3.66272 -0.214 -0.174 -0.129 0.2798
H -1.71574 -0.45124 0.24550 0.427 -0.636 0.110 -0.3006
O -1.71363 2.01646 0.37018 0.023 0.468 -0.073 -0.2595
H 2.64643 -3.06190 2.71137 -0.153 0.197 -0.379 0.2356
C 2.01136 -1.67341 0.26915 -1.448 0.545 -0.347 -0.5357

---

[4]
60
Properties=species:S:1:pos:R:3:forces:R:3:mulliken_charge:R:1 method="wB97M-V/def2-TZVPD" lumo_energy_ha="-0.3912 / -0.3687" orbital_gap_ha="0.206 / 0.229" multiplicity=2 e_homo_ev="-16.3 / -16.3" charge=+3 e_tot_ev=-85926.8325 de_lowest_ev=0.000
Te -1.15554 1.10596 -0.60833 0.208 -0.094 -0.215 0.0397
C -2.67936 0.45269 0.73532 0.117 0.180 -0.011 -0.6650
C -3.45078 1.73278 0.96619 -0.091 -0.225 0.060 0.7107
H -3.24913 -0.34100 0.26160 -0.082 0.030 -0.022 0.7351
H -1.80021 -2.38815 -5.20358 -0.036 0.036 0.012 0.3568
H 3.96920 -1.92232 -1.21287 0.006 0.013 -0.003 0.3912
H -1.20577 3.77121 -0.47981 -0.078 0.027 0.000 0.6316
C -4.77036 1.68116 1.39839 -0.061 0.048 0.046 -0.7781
H 5.13847 -1.31570 -0.02969 0.021 -0.060 -0.014 0.5063
H 0.88582 2.13368 2.16749 0.035 0.000 0.008 0.3085
N 0.93485 -0.93843 -2.39068 0.046 0.124 0.129 -0.2575
H -0.66930 1.46239 2.70862 -0.018 0.053 -0.006 0.3246
F -0.77502 -1.96818 -0.28965 -0.043 -0.065 0.184 -0.3004
H -0.67296 3.14083 1.08677 -0.009 0.106 0.113 0.3376
H 0.13462 -0.91031 -5.16983 0.025 0.049 0.031 0.4221
H -0.86771 -3.68112 -4.77902 0.013 -0.030 0.029 0.3430
C -5.46927 2.85854 1.62008 -0.048 -0.104 0.014 -0.6482
P 0.91153 -0.29355 2.26360 0.021 0.094 -0.078 1.3970
H 4.55967 0.34331 1.96778 0.006 0.001 0.038 0.6063
C 2.66108 -0.40472 2.75050 0.015 -0.023 0.051 -0.9258
P 3.11916 -0.05046 0.08496 -0.216 -0.002 -0.003 0.9817
H 2.76512 -0.07349 3.78576 0.034 0.007 0.002 0.6177
C 3.48699 0.45252 1.79498 0.095 -0.010 0.022 -0.9482
F -0.37040 -4.16171 -1.01785 0.116 0.202 -0.076 -0.2614
H 1.14598 -0.04698 -2.83532 -0.043 0.021 -0.032 0.3525
C -1.39632 3.02600 0.28880 -0.023 -0.155 -0.076 -0.8958
H -2.18742 0.05654 1.62218 -0.083 -0.017 0.061 -0.0442
C 4.08634 -1.55731 -0.19258 0.087 0.059 0.002 -1.4156
H -5.41470 5.00113 1.55021 0.009 -0.019 -0.002 0.4350
Cr 0.80547 -0.72272 -0.11399 -0.196 -0.445 -0.587 0.2480
C -0.16672 -1.62114 -3.11200 0.086 0.050 0.019 -0.5895
H 1.13212 -2.30411 -4.72987 0.026 -0.006 0.032 0.4287
H -1.07258 -1.35401 3.16043 -0.006 -0.001 -0.010 0.3714
C 3.82941 1.20870 -0.99757 0.028 0.020 0.000 -1.2884
H 1.77829 -1.50353 -2.46863 0.025 -0.013 -0.064 0.2560
H -3.08498 5.10087 0.75507 -0.001 -0.029 0.008 0.4829
C 0.41414 1.36481 2.77625 -0.043 0.004 0.121 -1.3968
H 3.78553 -2.35030 0.48975 0.006 0.004 0.018 0.3677
H 0.21030 -1.11762 4.36700 -0.039 -0.038 0.025 0.4937
N -0.84844 -2.76315 -5.23288 0.044 0.052 0.052 -0.2650
F 1.33743 -2.68485 -0.34987 0.056 0.063 0.255 -0.1854
H 0.70560 1.50803 3.81916 -0.019 0.017 -0.007 0.5483
H 2.96304 -1.45463 2.71950 0.019 0.002 -0.019 0.3704
C -3.55013 4.14128 0.94646 -0.048 -0.019 0.052 -0.8943
H 4.87672 1.34482 -0.72058 0.012 0.044 -0.050 0.4423
C 0.16098 -1.83158 -4.59094 -0.150 -0.159 -0.145 -0.7884
H 3.25351 1.51398 1.90468 -0.005 0.002 0.000 0.4255
H -6.49673 2.81667 1.95569 0.011 0.000 -0.007 0.4378
H 3.31089 2.16088 -0.88866 -0.004 -0.001 0.022 0.4009
H 3.79144 0.89932 -2.04243 0.004 -0.016 0.006 0.4267
H -1.07384 -1.02795 -2.99556 -0.013 0.035 -0.009 0.3376
H -5.25592 0.72589 1.55794 0.015 0.017 0.000 0.4865
H -0.62495 -2.92291 -6.21985 0.034 0.009 -0.043 0.3934
C -2.83925 2.96326 0.74357 0.135 0.256 0.011 0.6040
C -4.86205 4.08430 1.39347 0.066 0.099 -0.031 -0.6185
H 0.31581 -2.44938 3.18553 0.020 -0.009 0.020 0.4211
B -0.02240 -3.27963 -0.07850 -0.129 -0.141 0.235 -0.0769
H -0.33863 -2.58197 -2.63057 0.021 -0.037 0.007 0.3465
F -0.09834 -3.60783 1.21445 0.006 -0.016 -0.171 -0.2169
C -0.00025 -1.42081 3.33897 0.013 0.012 -0.008 -1.3264